128
Properties=species:S:1:pos:R:3:forces:R:3 method="wB97M-V/def2-TZVPD" e_lumo_ev=-0.001 e_above_lowest_kcal_mol=202.4 total_charge=0 energy_ev=-82212.2548
C 2.7294 -4.8883 4.1176 -0.36 -0.44 0.83
N 2.3424 -6.1553 3.3503 -0.60 1.87 -0.80
C 2.6697 -5.9937 1.8508 0.00 0.79 -0.45
C 1.8648 -7.2025 1.0294 -0.60 1.19 1.55
C 0.2300 -6.8862 0.9823 -0.06 -0.28 -0.68
C -0.1068 -5.4809 0.2052 0.21 -0.61 -0.88
C -1.0143 -4.4150 1.0583 0.08 1.17 -0.40
C -0.4232 -2.8522 1.0115 -1.10 -0.12 0.80
C -0.7801 -2.1052 -0.4045 -0.22 0.55 0.16
C 0.4928 -1.3813 -1.1452 0.18 0.09 -1.06
C 1.8488 -2.2985 -1.2468 -0.12 -0.15 -1.17
O 3.0624 -1.4314 -1.2514 -0.07 -2.25 0.42
C 4.2778 -2.2557 -1.4805 0.35 -0.39 -0.75
O 1.9732 -8.3099 2.0366 3.06 -1.45 -2.28
S 3.5299 -9.0066 1.6960 5.32 -3.24 0.88
O 3.5299 -10.5515 1.3731 -1.12 6.37 1.53
O 4.6958 -8.5333 2.6064 -5.20 -1.55 -3.09
O 3.9335 -8.2626 0.1773 -2.98 0.13 1.80
C 2.5799 -7.8732 -0.2843 -1.53 -1.13 0.59
B 2.3909 -7.1996 -1.7721 -0.27 1.23 -3.22
O 1.8374 -8.0434 -2.8895 0.65 0.72 3.94
O 2.6795 -5.7856 -2.1330 -2.12 -3.03 -0.18
H 3.8309 -4.9987 4.5044 -2.07 0.51 -0.98
H 2.0288 -4.8603 5.0781 1.61 0.13 -2.06
H 2.5415 -3.9280 3.4757 0.57 -1.52 1.30
H 1.2887 -6.2054 3.4825 1.77 -0.08 -0.67
H 2.3380 -4.9094 1.4922 0.49 -2.22 0.41
H 3.8465 -6.0302 1.6556 -2.61 -0.24 0.64
H -0.2824 -7.7704 0.3931 1.05 1.63 1.32
H -0.2597 -6.8528 2.0589 1.40 -0.25 -2.13
H 0.9327 -5.0468 -0.1685 -2.31 -0.54 0.90
H -0.6833 -5.7883 -0.7941 1.18 0.82 2.17
H -2.0883 -4.3468 0.5722 2.13 -0.27 1.06
H -1.1630 -4.6820 2.1883 0.49 0.13 -2.16
H -1.0245 -2.2798 1.8690 1.37 -1.20 -1.81
H 0.7096 -2.7905 1.3299 -2.21 -0.24 -0.86
H -1.5758 -1.2544 -0.1556 1.74 -1.80 -0.66
H -1.3495 -2.8424 -1.1484 1.48 1.44 1.58
H 0.7782 -0.3232 -0.7046 -0.65 -2.30 -0.59
H 0.1528 -1.1693 -2.2692 0.74 -0.33 2.55
H 1.9467 -3.1355 -0.4345 -0.18 1.68 -1.31
H 1.8123 -2.8464 -2.3040 0.09 0.90 2.14
H 4.3834 -2.3652 -2.6644 -0.02 0.03 2.54
H 4.1963 -3.3394 -0.9971 0.01 2.29 -0.98
H 5.2644 -1.7416 -1.0490 -2.50 -0.84 -0.91
H 2.0245 -8.9243 -0.3844 0.73 2.11 0.16
H 1.5145 -8.9197 -2.5121 0.73 1.62 -0.81
H 2.1033 -5.5001 -2.9240 1.47 -0.90 1.63
C 2.3147 -1.2308 9.0647 0.16 0.16 -0.02
O 3.7122 -1.2181 8.7967 -0.31 -0.38 -0.17
C 4.1832 -2.4821 8.3181 0.28 0.53 -0.22
C 4.4210 -2.4481 6.8062 -0.50 -0.41 0.21
O 3.1857 -2.3392 6.0911 0.27 0.38 0.17
C 2.9638 -1.0233 5.5988 -0.09 -0.17 -0.04
H 1.9940 -0.2049 9.2641 0.16 -0.11 -0.01
H 1.7448 -1.6136 8.2125 0.04 -0.03 0.05
H 2.1115 -1.8395 9.9503 -0.12 -0.05 -0.01
H 3.4901 -3.2886 8.5895 0.03 0.12 -0.14
H 5.1363 -2.6759 8.8192 0.00 -0.04 -0.03
H 4.8812 -3.3937 6.5011 0.03 0.02 0.04
H 5.1059 -1.6367 6.5337 -0.11 -0.01 0.11
H 3.6598 -0.8101 4.7806 0.00 0.12 0.02
H 3.0778 -0.2737 6.3867 0.05 -0.02 -0.03
H 1.9430 -0.9682 5.2117 0.12 -0.13 0.04
C -1.0032 2.8394 -6.0406 0.23 0.12 0.05
O -0.1817 3.6240 -5.1837 -0.37 -0.35 0.07
C -0.6761 3.6573 -3.8409 0.64 0.07 -0.01
C 0.1426 2.7422 -2.9266 -0.66 -0.19 -0.07
O -0.0688 1.3641 -3.2513 0.29 0.31 -0.22
C 1.0214 0.8095 -3.9772 -0.09 -0.08 0.09
H -0.4871 2.7203 -6.9968 -0.01 0.13 0.14
H -1.1900 1.8462 -5.6206 -0.03 0.05 0.01
H -1.9530 3.3521 -6.2168 -0.10 -0.08 -0.03
H -1.7415 3.3961 -3.8074 0.15 -0.08 0.01
H -0.5720 4.6884 -3.4900 -0.03 -0.04 0.07
H -0.1975 2.8802 -1.8950 0.01 0.08 -0.04
H 1.2081 2.9966 -2.9670 -0.11 0.00 -0.11
H 1.8906 0.7037 -3.3195 0.07 -0.02 -0.09
H 1.2842 1.4248 -4.8421 0.01 0.02 0.03
H 0.7296 -0.1824 -4.3321 -0.04 0.12 0.07
C -3.0583 4.9121 -0.3924 0.20 -0.01 0.04
O -2.0194 5.7004 -0.9618 -0.43 0.16 0.02
C -2.5209 6.8839 -1.5915 0.56 0.04 0.28
C -2.2731 8.1204 -0.7236 -0.67 -0.16 -0.05
O -3.0776 8.0905 0.4602 0.45 -0.19 -0.09
C -2.3260 7.7271 1.6118 -0.19 0.07 0.04
H -2.6000 4.1217 0.2078 0.04 0.12 -0.13
H -3.7071 5.5089 0.2561 0.01 -0.02 -0.07
H -3.6516 4.4495 -1.1862 -0.12 -0.02 0.03
H -3.5864 6.7797 -1.8331 0.11 0.05 0.14
H -1.9733 6.9994 -2.5316 -0.01 0.05 -0.02
H -2.5713 9.0109 -1.2866 0.04 -0.04 -0.03
H -1.2103 8.2196 -0.4742 -0.09 -0.13 -0.02
H -1.6446 8.5403 1.8830 0.08 -0.08 0.04
H -1.7582 6.8070 1.4485 0.02 0.05 -0.02
H -3.0215 7.5641 2.4393 -0.01 0.06 -0.16
C -6.8647 6.2292 4.7759 0.22 0.00 0.03
O -5.8258 7.0176 4.2065 -0.45 0.16 0.06
C -6.3273 8.2011 3.5768 0.58 0.07 0.24
C -6.0795 9.4375 4.4447 -0.68 -0.18 -0.07
O -6.8839 9.4077 5.6285 0.47 -0.20 -0.04
C -6.1324 9.0442 6.7801 -0.20 0.07 -0.02
H -6.4063 5.4388 5.3761 0.05 0.12 -0.14
H -7.5135 6.8260 5.4244 0.01 -0.01 -0.08
H -7.4579 5.7667 3.9821 -0.12 -0.02 0.04
H -7.3928 8.0968 3.3353 0.11 0.06 0.14
H -5.7797 8.3165 2.6367 -0.01 0.04 -0.02
H -6.3777 10.3280 3.8817 0.04 -0.04 -0.03
H -5.0167 9.5368 4.6941 -0.08 -0.12 -0.02
H -5.4510 9.8574 7.0513 0.08 -0.08 0.05
H -5.5645 8.1241 6.6168 0.02 0.05 -0.02
H -6.8278 8.8812 7.6077 0.01 0.08 -0.17
C -0.5740 -1.7304 -10.1526 0.13 0.10 -0.15
O -0.0586 -0.4112 -10.2892 -0.10 -0.19 0.47
C -0.1352 0.3294 -9.0667 0.51 0.09 -0.39
C 1.2345 0.4237 -8.3896 -0.45 -0.38 0.34
O 1.6573 -0.8527 -7.8985 0.07 0.19 -0.43
C 2.6466 -1.4477 -8.7295 -0.05 -0.06 0.17
H -0.3361 -2.2880 -11.0623 -0.01 0.18 0.07
H -0.1276 -2.2508 -9.2995 -0.06 0.05 -0.01
H -1.6610 -1.6949 -10.0378 -0.04 -0.10 0.07
H -0.8802 -0.1064 -8.3888 0.17 -0.02 -0.03
H -0.4683 1.3384 -9.3274 0.00 0.03 0.03
H 1.1529 1.0858 -7.5214 0.00 0.01 -0.04
H 1.9811 0.8503 -9.0696 -0.13 -0.09 -0.02
H 3.5906 -0.9010 -8.6334 0.03 -0.03 -0.11
H 2.3345 -1.4664 -9.7774 0.02 0.05 0.02
H 2.8036 -2.4765 -8.3952 -0.08 0.16 0.06